# C20H28N2O3

An isolated molecule of C20H28N2O3 in a non-equilibrium geometry (ωB97M-V/def2-TZVPD, OMol25).

Element x y z (Å)
C  4.55904  2.44653  1.61711
C  5.14128  1.08817  1.99607
O  4.83018  0.08454  1.04841
C  3.57927  -0.42796  0.98635
C  3.33611  -1.28955  -0.08987
C  2.10236  -1.86856  -0.26319
C  1.06543  -1.61046  0.63887
C  -0.25162  -2.16438  0.41274
C  -1.44102  -2.03549  1.09288
C  -2.37270  -2.75219  0.30077
C  -3.84025  -2.87527  0.50266
C  -4.52649  -1.51127  0.33143
C  -4.29040  -0.90843  -1.06454
C  -3.79315  0.53038  -1.01421
O  -4.37850  1.45693  -1.53462
N  -2.62967  0.67775  -0.34421
C  -1.97281  1.95061  -0.15842
C  -0.45372  1.85574  -0.29605
C  0.06789  1.77947  -1.73549
C  1.59453  1.85699  -1.72294
C  -0.38237  0.50983  -2.45225
N  -1.77686  -3.25370  -0.75054
O  -0.47075  -2.90460  -0.69104
C  1.31529  -0.77110  1.72271
C  2.55243  -0.18327  1.89687
H  4.87071  3.19351  2.34172
H  3.47253  2.41122  1.58983
H  4.91643  2.73752  0.63260
H  6.23343  1.13572  1.98733
H  4.81845  0.78792  3.00037
H  4.14110  -1.47769  -0.78214
H  1.91924  -2.52003  -1.10340
H  -1.62661  -1.53622  2.02094
H  -4.23070  -3.58342  -0.22837
H  -4.04050  -3.25682  1.50649
H  -5.59578  -1.63795  0.50261
H  -4.15774  -0.82915  1.10115
H  -5.20917  -0.91619  -1.64993
H  -3.54713  -1.50147  -1.60323
H  -2.17571  -0.13352  0.04928
H  -2.21532  2.33667  0.84187
H  -2.39466  2.63756  -0.89610
H  -0.09483  0.98590  0.26136
H  -0.02489  2.74409  0.17367
H  -0.32083  2.64326  -2.28591
H  1.93169  2.77482  -1.24548
H  1.98472  1.83751  -2.73749
H  2.01210  1.01128  -1.17956
H  -0.06714  -0.37330  -1.90093
H  0.06302  0.46458  -3.44355
H  -1.46187  0.48866  -2.56832
H  0.53345  -0.56805  2.43869
H  2.70251  0.46286  2.74701

Properties
Kohn-Sham gap	8.8	eV
E_HOMO	-8.462	eV
E	-30316.8621	eV
SMILES	CCOc1ccc(-c2cc(CCCC(=O)NCCC(C)C)no2)cc1
spin multiplicity	1

What are the natural (NBO) partial charges on each atom? They are as follows, in elementary charge units: -0.639 -0.063 -0.487 0.333 -0.257 -0.149 -0.172 0.337 -0.405 0.166 -0.436 -0.384 -0.516 0.687 -0.630 -0.643 -0.225 -0.392 -0.215 -0.603 -0.607 -0.137 -0.276 -0.097 -0.329 0.218 0.213 0.219 0.198 0.170 0.231 0.233 0.238 0.231 0.223 0.220 0.203 0.238 0.233 0.403 0.184 0.230 0.193 0.206 0.195 0.201 0.208 0.204 0.197 0.207 0.217 0.206 0.221